Record 1
Below is a cluster of 8 separate species, C31H63NO8 in total at a distorted geometry, with properties calculated with ωB97M-V/def2-TZVPD.

The SMILES is CN(C)C=O.C1CCOC1.C1CCOC1.C1CCOC1.C1CCOC1.C1CCOC1.C1CCOC1.C1CCOC1. For the calculated total energy, the calculation gives -1875.44889 a.u.

```
! wB97M-V def2-TZVPD RIJCOSX def2/J DEFGRID3
* xyz 0 1
H -0.85648 0.72643 3.36638
C -2.34187 0.42521 -1.76276
C -4.63247 1.08898 -1.97780
H -1.34813 5.06884 -2.88732
H -4.59000 1.98358 -1.28435
C -1.70645 5.14204 -1.83028
H 3.69652 -6.83595 1.47418
O 0.31270 -4.58745 -2.52330
O -2.45250 1.33813 -2.80064
C 1.55604 -0.11572 -0.95325
C -1.96415 -5.32916 -2.25586
H -4.78762 4.93515 -0.27556
O -3.86593 3.03766 0.64656
H -2.85086 3.46191 2.40823
C -3.54669 3.79881 1.54064
C 4.46930 -0.16470 1.34003
H 2.96402 1.26302 1.86674
C 3.75617 -4.93127 0.58702
H -1.91514 7.30768 -1.43030
C -1.51069 -4.59277 -1.02175
H 4.36428 -5.95802 3.63339
C -4.71734 5.66268 0.56390
H 2.24832 -1.94796 -3.74817
H 3.61697 0.47965 3.26268
H 3.38579 -5.35924 -0.36621
H -2.95154 5.59818 3.44067
C 1.48669 -0.21420 -2.53768
H 4.46096 -4.14743 0.27795
H 2.36666 -3.25531 -1.41287
H -0.30663 0.97226 1.76583
H -4.60807 6.17307 3.37881
C -0.80759 -5.12559 -3.28414
C 4.37720 -6.00260 1.44586
H 4.58333 2.95858 2.15016
H -3.94748 0.43152 -3.93239
H -4.20036 6.53199 0.17527
O 5.26129 0.62787 0.45920
H -5.72839 5.91318 0.80089
C -0.96911 4.17997 -0.92758
C 0.01767 -4.74544 -1.12126
H 3.79087 -0.74085 0.68572
C 3.80039 0.87960 2.28629
H 0.95140 -1.01842 2.04006
H -1.97714 0.88975 -0.87960
H 3.56784 -1.89206 -1.70001
C -3.78866 1.30403 -3.29300
H 0.58213 -4.06733 -0.55659
H -3.94608 2.19552 -3.86891
H -0.91158 -4.38655 -4.05612
O -1.95058 -1.21281 0.93675
H -2.97053 -4.98735 -2.59504
H 2.88598 -3.23124 1.43937
H -1.98760 -6.39018 -2.02954
H 0.86120 -2.32558 -2.73310
C 4.88782 1.96036 2.39566
C -0.09733 -1.07280 2.38306
H -0.06249 -1.54715 3.33549
H 5.39311 -6.36834 1.29243
C -0.58149 4.96536 0.35672
H -2.49640 0.75310 1.09114
C 4.30779 -5.29221 2.81111
C 1.74985 -1.70417 -2.76626
C -2.17132 -0.02267 1.75244
H -0.59670 -5.97337 -3.87088
H -2.78647 5.24875 -1.88001
H 0.54348 0.08816 -0.70609
C 2.47607 -2.13995 -1.58317
H -3.42344 6.88660 2.37904
H -1.82457 -3.55767 -1.17132
H -1.38300 -2.82175 2.13038
C 5.90254 1.60183 1.23023
H -0.98225 4.47305 1.27507
C -0.82335 0.26770 2.36724
H 0.34488 -5.80618 -0.82655
H -3.89972 -0.18311 -0.33833
H -0.35747 -2.40443 0.76063
H -5.64214 0.94560 -2.22079
N -3.90773 5.08999 1.60971
C 2.75057 -4.25609 1.49154
H -1.61364 -0.35866 -2.12585
O -1.15529 6.21989 0.18355
H 0.01399 3.84124 -1.32216
C -3.73244 5.96689 2.75379
H -2.92565 -0.24843 2.46376
H 0.52949 0.12687 -2.85920
H 0.49887 5.05818 0.37919
H 6.89654 1.18942 1.59398
H 5.06580 -4.51407 2.90324
H 2.29381 0.39058 -3.01446
H 2.23441 0.60355 -0.53293
H -0.32267 6.81887 -1.59847
H -1.87790 -4.85426 0.01824
O 2.99113 -4.73251 2.88143
H 1.71125 -4.50650 1.31674
H 6.07601 2.50849 0.62443
C -1.25336 6.45356 -1.22235
H -3.98737 -0.96158 -1.88143
C -3.74293 -0.02533 -1.38401
O 1.91241 -1.42664 -0.51360
H -1.66103 3.36112 -0.63708
H 5.02969 -0.87847 1.83323
H 5.39690 2.01156 3.37243
C -0.92429 -1.98450 1.54183
*
```

Results of the Mulliken charge analysis, in e, for atoms 1 through 5:
1 H 0.52
2 C 1.23
3 C -0.23
4 H 0.39
5 H -0.14


Record 2
Below is a cluster of 9 separate species, C31H64O23S5 in total at a distorted geometry, with properties calculated with ωB97M-V/def2-TZVPD.

The SMILES is CCOS(C)(=O)=O.CCOS(C)(=O)=O.CCOS(C)(=O)=O.CCOS(C)(=O)=O.CCOS(C)(=O)=O.O=C1CCCO1.O=C1CCCO1.O=C1CCCO1.O=C1CCCO1. For the calculated total energy, the calculation gives -4940.83462 a.u.

```
! wB97M-V def2-TZVPD RIJCOSX def2/J DEFGRID3
* xyz 0 1
H -25.05432 21.95015 7.35498
S -18.38981 19.49839 13.09824
O -14.41599 25.97687 9.01364
H -12.35036 13.74754 8.72744
C -14.19319 12.29025 7.18825
C -15.94542 19.49227 5.95476
H -22.21658 24.27554 8.90649
C -11.01478 18.65659 12.46152
H -12.81583 13.64122 6.34723
H -13.57880 16.64379 18.75390
H -21.49606 23.70167 11.64500
H -10.57316 16.72137 11.67757
C -24.87801 22.53024 8.26080
O -22.13853 21.84755 8.24396
H -13.61511 19.37293 5.18202
H -15.85366 25.57188 11.37025
H -19.12063 16.86235 12.20031
C -11.91531 19.41414 10.46585
H -16.99989 19.59636 6.21042
H -17.66949 16.08411 12.75648
H -15.01495 15.98262 19.61109
C -15.06306 15.74131 17.49582
H -21.04608 25.38214 11.14913
H -16.09814 15.58222 17.79813
O -13.39862 12.59110 17.92473
H -16.62584 24.79529 7.48574
H -11.28476 20.70866 12.01128
H -21.51735 11.97838 16.98604
C -28.44945 19.31117 11.46714
S -15.83866 18.25185 4.51292
H -25.62114 22.37399 9.04275
C -12.10869 12.79059 8.26490
H -19.79897 18.31455 14.79845
H -15.28576 24.11892 9.35021
C -11.38058 17.45333 11.65739
O -18.60976 19.86904 11.70076
C -27.26662 17.88386 12.93655
H -24.62963 23.55195 7.97355
H -11.55792 18.55421 4.31030
H -20.55986 19.78866 14.33709
O -21.74455 13.10959 13.51329
O -12.60009 11.20044 10.13276
O -15.18823 28.10818 7.91409
C -14.50791 14.49670 16.78708
O -13.62555 14.57903 18.87970
C -12.45609 18.33409 3.73330
O -17.07369 18.14324 3.78881
C -21.31633 24.38140 10.81209
H -12.25674 16.92096 12.02754
H -12.29172 12.00626 6.23645
O -12.30379 20.15214 9.52624
H -27.26375 17.20822 13.79189
O -14.13460 11.62346 8.45746
H -23.52655 12.29701 13.29701
O -23.28079 23.08148 10.20693
C -11.81343 19.75937 11.92489
O -17.58123 18.01740 13.14340
C -13.46124 19.36315 4.10298
O -27.75073 20.04399 12.26852
C -27.06575 19.36518 13.39958
O -23.80444 20.62170 9.78734
C -14.57792 24.83201 9.77279
H -13.16925 20.38423 3.85753
H -11.19186 18.45839 13.51862
H -23.10599 25.17174 10.12892
C -21.77853 11.91498 15.92970
H -17.88631 17.99958 10.43703
O -22.03512 14.61174 15.61587
C -14.29937 15.82745 18.80364
H -14.95994 13.05429 7.31645
O -19.85101 13.53278 15.09319
H -27.67712 19.56880 14.27870
C -16.37505 25.76441 7.05445
O -11.66049 18.01233 10.41386
C -23.04278 13.25926 13.12923
H -29.50251 17.80311 12.49328
H -26.03745 19.66950 13.59477
S -23.35664 21.83914 9.10177
C -17.37007 17.17495 10.92855
H -14.60714 11.60282 6.45056
C -14.89489 25.06852 11.24585
H -15.60377 20.43726 5.53238
C -28.51089 17.89260 12.04969
H -15.32994 19.11304 6.77053
H -14.14297 25.61362 11.81644
H -13.56365 24.43525 9.81676
H -17.26863 26.26869 6.68659
C -18.03799 16.97755 12.25243
C -12.74924 12.71829 6.92332
H -15.69252 25.55692 6.23031
H -12.77196 17.29324 3.80371
O -16.74450 26.87187 9.55600
C -13.78301 13.76406 17.87524
H -15.09573 24.07874 11.65584
H -9.94211 18.80650 12.33900
O -17.68883 20.38125 14.02057
O -15.15889 17.01938 4.98886
H -28.36618 17.05832 11.36328
H -15.01203 16.65086 16.89730
H -26.36000 17.60562 12.39921
H -13.70764 14.81607 16.11950
H -23.55952 14.08247 13.62259
H -15.13590 13.77944 16.25861
O -28.88172 19.75261 10.42341
H -11.02827 12.65715 8.31960
H -22.84391 11.71941 15.80793
S -21.28146 13.46631 15.07862
C -22.54495 24.25537 9.94566
H -20.45762 23.99828 10.26078
H -21.10073 11.21536 15.44060
C -23.02818 13.74380 11.63606
C -12.92522 11.79075 9.09589
H -16.40654 17.68034 10.99405
H -22.43729 14.63336 11.41782
C -19.98267 18.95548 13.93615
O -14.75402 19.03986 3.52658
H -20.54406 18.31068 13.26001
H -24.01325 13.88617 11.19170
H -22.48370 13.03989 11.00665
S -15.74651 26.83677 8.45803
H -12.80196 19.88700 12.36605
H -17.28268 16.27013 10.32709
H -12.22051 18.41831 2.67240
*
```

Results of the Mulliken charge analysis, in e, for atoms 1 through 5:
1 H 0.35
2 S 1.09
3 O -0.33
4 H 0.14
5 C -0.35


Record 3
Below is a structure of composition C31H65AsN8PTi at a distorted geometry, with properties calculated with ωB97M-V/def2-TZVPD.

For the calculated total energy, the calculation gives -5084.61355 a.u.

```
! wB97M-V def2-TZVPD RIJCOSX def2/J DEFGRID3
* xyz 1 1
H -0.31776 5.14857 2.40836
H -1.10155 -3.93066 -4.76775
H -0.39403 -0.47403 -5.26890
C 1.68751 0.64537 4.08007
C -0.22919 -3.28558 -4.63250
H -0.90962 0.52387 -2.39116
C 2.28285 -1.00426 -5.32914
H -1.68750 -0.60499 1.50213
H 4.10687 -1.25952 1.42849
C -1.20802 4.75452 2.90696
H -3.07196 3.77874 2.47858
C 2.32980 0.78249 -3.57276
H 2.77238 0.75515 4.03952
H 2.50315 -2.50135 -0.19000
H 3.97517 -4.13938 -3.12451
H 1.30917 2.69654 4.57802
H 0.04879 -2.83062 2.23674
As -1.57133 2.69992 0.74760
H 4.27492 -1.32531 -3.19618
N -0.75084 0.88040 -1.44199
C -4.50664 2.60119 0.40156
C 0.18702 0.23864 -0.82057
N -0.82418 -1.14350 1.40141
C -2.21174 4.16598 1.92792
H -2.43505 1.68884 3.55792
C -4.23366 -0.94303 2.91367
H -4.69497 3.56926 0.86610
H -1.71203 -1.53933 -2.03612
C -3.03401 0.80353 3.74482
C 1.04848 1.99347 3.78320
H 2.00756 -2.11954 2.19251
H -4.29713 -1.05157 6.28994
H 2.44814 2.61550 2.41807
H -4.58451 -1.46849 2.03261
H -0.88851 4.02410 3.65533
C 3.38640 -0.53215 1.81739
H 0.65311 -3.89739 -4.80612
H -4.55163 1.83712 1.17615
H -0.38975 -3.55575 -1.19459
C -1.60418 -1.92739 -3.04959
C -0.28667 -2.70578 -3.21232
H 1.43767 0.35376 5.10527
C 2.98891 -3.73410 -3.36485
H 3.33105 0.48795 -3.26301
H 0.44694 3.08159 -0.68450
C 2.67916 -2.61523 -2.36205
H -1.69975 5.22236 -1.18746
H -0.04090 1.89407 3.79069
H 1.69498 -3.91451 -0.85278
C -0.39859 -3.88740 -2.23496
H -0.12765 5.15622 -1.97362
C -0.30715 3.77953 -0.32195
C 0.24576 0.24252 -4.76038
C -3.18884 2.57376 -0.35917
C 1.51272 -0.38732 -4.15044
C 3.91066 -1.69814 -2.24331
C -2.68875 1.14067 6.12679
H 1.81721 1.24189 -2.72633
N 1.44383 2.47969 2.44309
C -0.56458 -1.99199 2.56966
H -0.27479 -2.52531 -5.40863
H 2.94419 -1.65387 3.61383
H -2.42632 -2.62116 -3.24116
N 2.64832 0.16436 0.76182
N -2.14651 1.73786 6.94509
H 1.74083 -1.82034 -5.80666
H 0.58061 0.96147 -5.51139
H -3.15153 3.40223 -1.06729
H -0.54259 -0.49604 4.10746
H 0.38390 -4.63011 -2.37395
N 1.28108 -0.41688 3.13377
Ti 0.48365 0.69509 1.32625
H 2.28205 -4.55944 -3.28879
H 3.71019 -0.84924 -1.58868
H -1.29069 3.86222 -2.24267
H -1.71129 -1.09860 -3.74408
H 2.34122 -0.45560 -0.00118
N 0.91137 -0.83529 -1.34309
C -0.89617 4.54833 -1.49231
N -3.47484 0.13201 2.69374
C 0.15492 -1.20750 3.65968
H -5.33200 2.41595 -0.28884
C 2.55272 -3.26140 -0.96859
H 2.41638 -0.22455 -6.08325
C -4.57393 -1.40066 4.18006
H -0.90548 -1.68162 0.54598
H -1.35277 -4.38481 -2.42153
H -2.60431 4.94830 1.27219
P 1.14836 -1.57496 -2.72471
C 2.41649 -1.26514 2.73327
H 3.21595 0.87417 0.31835
H 3.96287 0.20416 2.38119
H 3.45033 -3.86388 -0.80836
H -1.47606 -2.42176 2.99687
H -5.19986 -2.27410 4.29457
H 3.01905 -3.40490 -4.40005
H 1.03024 3.39237 2.28798
H 4.71939 -2.28149 -1.79658
H -1.64033 5.59066 3.45891
H -0.34999 0.79672 -4.03754
H 2.43826 1.53484 -4.35721
H 0.48661 -1.88326 4.46116
C -4.08171 -0.72362 5.28235
H 3.27352 -1.36005 -5.06353
H -3.06016 1.65747 -0.92900
H 0.17408 4.46875 0.37894
C -3.29281 0.39964 5.05404
*
```

Results of the Mulliken charge analysis, in e, for atoms 1 through 5:
1 H 0.25
2 H 0.53
3 H 0.33
4 C -1.55
5 C -1.83


Record 4
Below is a cluster of 3 separate species, C31H65B2N4O10 in total at a distorted geometry, with properties calculated with ωB97M-V/def2-TZVPD.

For the calculated total energy, the calculation gives -2240.70315 a.u.

```
! wB97M-V def2-TZVPD RIJCOSX def2/J DEFGRID3
* xyz 1 1
H 3.81347 -1.05507 4.59111
C 1.37742 0.27601 -1.80512
C -0.75301 3.10584 1.74309
C -1.25552 1.37142 -6.90803
C 1.93085 1.35788 -2.90310
H 0.63065 3.00589 -0.02134
H -1.99063 -1.80137 -5.57270
H 3.80931 -0.96220 1.48475
H -1.33043 -3.18054 -2.99738
H 3.98992 1.28982 -0.59982
H -3.09730 -2.61103 -2.66136
H -2.40158 4.24622 -5.62592
H -2.42342 -6.37018 -3.86970
H -2.09630 4.75854 0.66520
H 1.37093 -2.99548 -0.86422
H -3.48094 4.19411 -7.83444
H -3.48526 -0.01847 -0.13308
N -2.40758 3.44099 -6.24246
H 4.17406 1.64791 5.94852
C -2.18229 -1.48628 -4.44289
H 6.03963 -2.94463 4.15419
H -0.05005 -1.54194 -3.64967
O 2.77524 3.00935 2.33317
H -0.45525 5.40647 1.55627
H -3.96530 -3.94254 -4.75719
H 3.50371 2.26360 7.47199
H 1.25323 1.22199 -3.87550
O 1.42459 -2.64154 0.08259
O -0.50970 2.86328 -5.18738
C -2.90347 0.95542 0.24298
C -3.50991 -5.48404 -0.96829
H -4.42632 3.28165 -6.63351
H -1.17662 1.65598 -7.96105
H 1.47230 -1.49625 3.76316
H -1.98807 1.04176 -2.92513
H -1.45014 -2.31544 0.58959
H 0.27253 0.70917 2.52744
H 4.36268 -3.37045 4.95174
H -4.15368 -5.84947 -3.24162
H -3.94694 1.17761 2.36492
C -3.48721 3.31087 -7.19122
H -0.18607 -1.06481 2.19616
B 0.41499 -1.52439 0.12772
H -3.67403 2.83253 1.34884
H -5.04833 1.61426 0.83504
C 4.87785 -3.02535 3.93821
C 3.23481 -1.47054 2.36030
C 2.42603 0.23259 9.31150
H -4.55090 -2.73914 1.52781
N 0.75315 -0.06208 0.54316
C -0.36184 2.47184 0.29228
H 2.67617 -0.71032 9.80367
H -4.04983 -4.63139 1.98432
H 3.27049 0.91992 9.39065
O -2.09866 4.92635 2.83905
H 2.64850 2.57165 -0.57418
H 1.85061 2.48117 -2.59625
H 5.28071 2.23497 2.21762
H -1.71450 4.37930 3.58730
C -4.36760 -4.20068 -0.32576
H -0.36098 0.80368 -6.63525
C 1.99334 0.28675 -0.24221
H -3.40026 2.41250 -7.80536
C -1.34718 0.11737 -2.52364
C -2.32064 -2.86103 -3.53252
C -2.88622 -4.16237 -4.35229
C 3.81761 1.35997 6.94198
H 3.66888 0.20544 -2.58762
O -2.48789 -5.30502 -2.02022
N 2.07315 -0.05744 7.94255
H -0.13163 1.84322 -1.96796
C -0.83655 -0.69658 -3.83787
H -1.54636 2.54307 2.37833
C 2.96148 1.55013 -0.04076
H 1.55895 -0.72065 -2.43778
C -4.33066 -3.84183 1.14120
C -0.42323 0.85906 0.09666
C -1.34915 2.60067 -6.04783
H 5.24422 -0.82420 3.38649
H 0.19182 3.25092 2.45819
H 1.55265 0.67036 9.80078
H 2.28403 0.17413 3.56228
H 3.17250 0.31224 -4.16777
H 4.64888 -3.76209 3.05613
H -5.02727 -3.50820 -1.01880
C -3.95840 1.67519 1.30576
O -0.90715 -2.07318 -0.21783
C -3.04238 -5.49879 -3.36900
C 4.32731 -1.51050 3.62944
O 2.22734 0.06332 5.70412
C 2.65685 0.41506 6.80223
H 2.81041 -0.57702 -0.39842
H 1.29852 -0.68815 7.76729
C 0.70308 -0.28038 2.01204
C -0.21155 0.73098 -1.53606
H 4.63748 0.87025 7.47491
O -1.64807 0.53209 0.78335
H -3.10061 -0.75881 -4.32909
H -0.39657 0.00737 -4.66824
C 1.90623 -0.76436 2.92055
H -1.16394 2.97252 -0.44589
C -1.35477 4.65749 1.56324
H -2.13183 -0.56715 -1.95964
N 3.32899 0.91021 -3.30414
H 2.41939 3.80244 1.81359
H -2.13065 0.73512 -6.74915
H -2.87819 1.66481 -0.70368
O -3.80248 -6.68468 -0.42061
O 4.69990 1.42850 1.99298
H 3.04384 -2.62445 2.11957
B 3.42268 2.01754 1.45252
H -2.13006 -4.46626 -5.19256
*
```

Results of the Mulliken charge analysis, in e, for atoms 1 through 5:
1 H -0.41
2 C -0.66
3 C -1.44
4 C -1.43
5 C -0.04


- Which of these has the highest calculated total energy?
  C31H63NO8